No. 1
A 2-piece molecular cluster, C2H2O2S overall at a distorted geometry, computed with ωB97M-V/def2-TZVPD.

Summary:
- HOMO-LUMO gap: 8.1 eV
- HOMO energy: -9.74 eV
- Max |F|: 10.786 eV Å⁻¹
- ΔE to the lowest compared entry with this formula, charge and spin: 479.2 kJ/mol

Geometry as XYZ:
```
7
C2H2O2S ωB97M-V/def2-TZVPD
C -0.46227 -0.11154 -0.18831
C 1.02749 0.37088 -0.22038
H -1.34900 -0.78916 1.19900
H 1.09377 1.75109 -1.00258
O -0.52355 -0.53854 1.05433
O 1.84731 -0.54985 0.54046
S -1.63375 -0.13287 -1.38253
```


No. 2
The molecule C2H2O2S at a distorted geometry, computed with ωB97M-V/def2-TZVPD.

Summary:
- HOMO-LUMO gap: 9.6 eV
- HOMO energy: -9.15 eV
- Max |F|: 3.490 eV Å⁻¹
- ΔE to the lowest compared entry with this formula, charge and spin: 285.6 kJ/mol

Geometry as XYZ:
```
7
C2H2O2S ωB97M-V/def2-TZVPD
C 0.19495 0.06845 0.28223
C -0.61543 -0.21342 -1.03116
O 1.38081 0.53069 2.50065
O -1.12646 0.29870 0.21053
S 1.58166 0.05891 1.13338
H -0.54448 0.49548 -1.83978
H -0.87106 -1.23880 -1.25585
```